ORCA calculation (the ωB97M-V functional and the def2-TZVPD basis) on C19H38BrN6O3PPtS as an isolated structure.

Kohn-Sham gap, eV: 5.616
HOMO, eV: -19.89
Total charge: +4
Relative energy (zero: lowest compared OMol25 entry of this formula, charge and spin), kJ/mol: 0.0
Electronic energy, Ha: -4732.50643

Each line ends with the Mulliken charge.
Geometry (Å):
Pt -0.26 0.83 0.40  0.9479
Br -1.20 2.31 6.82  0.0719
C -1.04 1.84 5.05  0.0060
C 0.12 1.21 4.57  -0.6386
C 0.21 0.87 3.25  -0.2687
N -0.79 1.11 2.37  0.1342
C -1.91 1.73 2.81  -0.2149
C -2.06 2.10 4.13  -0.6260
H 0.95 1.00 5.24  0.5133
H 1.11 0.41 2.86  0.4533
H -2.68 1.94 2.09  0.6474
H -2.97 2.59 4.44  0.5089
C 3.57 -2.85 1.49  -1.3285
C 2.25 -2.39 2.03  -0.1125
O 1.58 -1.50 0.99  0.0065
P 0.11 -1.43 0.56  -0.1670
O -0.84 -2.16 1.48  0.1156
C -1.45 -2.37 2.85  -0.0320
C -2.10 -3.72 2.86  -1.3248
O -0.09 -1.89 -0.90  -0.1908
C -0.31 -3.35 -1.29  -0.2916
C 0.83 -4.23 -0.85  -1.0247
H 4.06 -3.44 2.27  0.4459
H 4.22 -2.01 1.25  0.3510
H 3.46 -3.49 0.61  0.2865
H 2.35 -1.76 2.91  0.3482
H 1.56 -3.21 2.22  0.3559
H -2.15 -1.55 2.96  0.2528
H -0.62 -2.28 3.55  0.3613
H -2.90 -3.79 2.13  0.3379
H -2.54 -3.86 3.85  0.4525
H -1.37 -4.52 2.70  0.3609
H -0.39 -3.28 -2.37  0.3700
H -1.27 -3.62 -0.85  0.3613
H 1.78 -3.89 -1.26  0.2712
H 0.63 -5.23 -1.25  0.5076
H 0.89 -4.32 0.23  0.2403
S -2.54 0.38 0.21  -0.3955
C -2.93 0.25 -1.49  0.4323
N -2.17 -0.13 -2.50  0.1748
C -2.95 -0.20 -3.77  -0.4891
C -4.37 0.20 -3.31  -0.5222
N -4.16 0.51 -1.87  -0.1920
H -1.25 -0.51 -2.37  0.0486
H -2.92 -1.21 -4.17  0.3388
H -2.54 0.49 -4.50  0.3361
H -5.10 -0.60 -3.42  0.3405
H -4.74 1.09 -3.82  0.3355
H -4.90 0.81 -1.26  0.2167
C 2.81 2.98 -3.57  -1.1526
N 2.60 2.04 -2.45  0.0200
C 3.53 0.89 -2.44  -1.3447
C 1.61 2.15 -1.59  0.6660
N 1.18 1.02 -0.90  -0.2218
N 1.03 3.33 -1.31  0.2047
C -0.27 3.37 -0.69  -1.6667
C 1.77 4.61 -1.35  -1.1839
H 3.00 2.38 -4.46  0.4352
H 3.68 3.61 -3.39  0.4029
H 1.93 3.59 -3.73  0.4061
H 4.49 1.25 -2.79  0.4013
H 3.19 0.11 -3.12  0.3619
H 3.67 0.51 -1.43  0.6083
H 1.67 0.19 -1.23  0.1564
H -1.02 2.80 -1.24  0.4143
H -0.63 4.39 -0.63  0.4846
H -0.22 3.06 0.40  0.6316
H 2.83 4.42 -1.43  0.4065
H 1.58 5.13 -0.41  0.4683
H 1.44 5.24 -2.18  0.3891

---

ORCA calculation (the ωB97M-V functional and the def2-TZVPD basis) on C19H38O2 as an isolated structure at a distorted geometry.

Kohn-Sham gap, eV: 10.068
HOMO, eV: -9.29
Relative energy (zero: lowest compared OMol25 entry of this formula, charge and spin), kJ/mol: 2213.6
Electronic energy, Ha: -896.43853

Each line ends with the Mulliken charge.
Geometry (Å):
C 1.65 6.00 -1.55  -1.3772
C 0.79 4.80 -2.23  -1.0117
C 1.58 3.40 -2.18  -0.6995
C 0.85 2.41 -2.86  -0.4092
C 1.50 1.23 -2.81  0.0764
C 0.97 0.04 -3.38  -0.8181
C 1.84 -1.22 -3.32  -0.5923
C 2.06 -1.91 -2.17  -0.2210
C 0.90 -2.22 -1.28  -1.4182
C 1.26 -2.90 0.17  -1.7917
C 2.33 -2.22 0.96  -0.9866
C 1.67 -0.74 1.28  -0.1719
C 0.17 -0.66 2.24  0.1865
C -0.11 0.49 2.67  -1.0467
C -1.49 0.57 3.46  -0.5874
C -2.52 0.01 2.93  -0.8641
C -2.91 -1.41 3.36  0.0743
C -3.79 -2.11 2.37  0.2338
O -3.97 -2.16 1.09  -0.6929
O -4.56 -3.02 3.03  -0.3633
C -5.68 -3.66 2.11  -0.7370
H -4.94 -4.38 1.51  0.2690
H -6.17 -4.33 2.90  0.2129
H -6.07 -2.99 1.70  0.4068
H -2.02 -2.22 2.90  0.0302
H -3.26 -1.70 4.30  0.5275
H -2.61 0.17 1.86  0.3460
H -3.50 0.35 3.09  0.6366
H -1.07 0.07 4.52  0.2695
H -1.61 1.59 3.92  0.2829
H -0.36 1.07 1.70  0.0923
H 0.57 1.12 3.11  0.6434
H 0.50 -1.48 3.14  0.0795
H -0.48 -1.16 1.63  0.2789
H 2.39 -0.13 2.07  0.2443
H 1.57 -0.30 0.53  -0.2668
H 3.04 -1.95 0.46  0.6983
H 2.58 -2.68 2.15  0.2976
H 1.88 -3.87 -0.11  0.4130
H 0.58 -3.23 0.62  1.1251
H 0.40 -1.30 -0.76  -0.0555
H 0.53 -2.88 -1.66  1.5340
H 2.77 -2.72 -2.22  0.4731
H 2.76 -1.03 -1.52  0.0623
H 2.67 -1.21 -4.16  0.1485
H 1.00 -2.16 -3.84  0.2162
H -0.07 -0.16 -2.77  0.1394
H 0.58 0.26 -4.29  0.7118
H 1.83 0.79 -1.82  -0.3905
H 2.80 1.23 -3.34  0.1686
H 0.72 2.60 -3.97  0.1450
H -0.10 2.24 -2.45  0.4195
H 2.48 3.53 -2.67  0.4934
H 1.81 3.36 -1.02  0.2323
H 0.71 5.11 -3.19  0.4538
H 0.06 4.66 -1.71  0.7253
H 1.72 5.88 -0.63  0.5281
H 1.15 6.99 -1.74  0.3396
H 2.63 6.08 -2.11  0.2859

---

ORCA calculation (the ωB97M-V functional and the def2-TZVPD basis) on an isolated molecule of C19H38O2.

Kohn-Sham gap, eV: 11.271
HOMO, eV: -10.39
Relative energy (zero: lowest compared OMol25 entry of this formula, charge and spin), kJ/mol: 59.2
Electronic energy, Ha: -897.25910
SMILES: CCCCCCCCCCCCCCCCCC(=O)OC

Each line ends with the Mulliken charge.
Geometry (Å):
C 2.09 2.81 -3.67  -1.3363
C 1.70 3.15 -2.24  -0.4287
C 0.38 2.51 -1.85  -0.3141
C -0.01 2.82 -0.40  -1.0904
C -1.25 2.07 0.07  0.5922
C -2.55 2.58 -0.56  -0.8680
C -3.77 1.79 -0.08  -0.7425
C -3.90 0.43 -0.76  -0.2319
C -4.86 -0.54 -0.05  -1.1653
C -4.14 -1.62 0.76  -0.6284
C -3.41 -1.06 1.99  0.2462
C -2.48 -2.09 2.66  -1.1056
C -1.00 -1.77 2.46  -0.8542
C -0.55 -1.89 1.01  0.4058
C 0.86 -1.33 0.80  -0.8697
C 1.30 -1.43 -0.66  -0.9066
C 2.63 -0.72 -0.91  0.1994
C 3.75 -1.41 -0.16  0.1842
O 4.01 -2.58 -0.22  -0.6058
O 4.44 -0.53 0.58  -0.2933
C 5.53 -1.07 1.32  -0.6792
H 5.18 -1.82 2.03  0.3023
H 6.26 -1.53 0.65  0.2967
H 5.98 -0.23 1.85  0.2298
H 2.87 -0.75 -1.97  0.3945
H 2.58 0.32 -0.58  -0.0550
H 0.53 -0.99 -1.30  0.3027
H 1.41 -2.48 -0.94  0.4538
H 0.88 -0.29 1.11  0.2422
H 1.57 -1.88 1.43  0.6641
H -1.24 -1.34 0.37  -0.5530
H -0.57 -2.94 0.70  0.4042
H -0.40 -2.45 3.08  0.4900
H -0.81 -0.75 2.81  0.3441
H -2.68 -2.12 3.73  0.3118
H -2.69 -3.09 2.26  0.4223
H -4.15 -0.71 2.70  0.5925
H -2.81 -0.20 1.69  -0.4375
H -3.42 -2.13 0.11  0.2637
H -4.87 -2.36 1.10  0.4494
H -5.53 0.02 0.60  0.4052
H -5.48 -1.04 -0.80  0.3080
H -4.24 0.59 -1.79  0.5329
H -2.91 -0.04 -0.83  -0.0165
H -4.68 2.37 -0.28  0.4301
H -3.71 1.66 1.00  0.3226
H -2.68 3.63 -0.30  0.3520
H -2.49 2.51 -1.65  0.2814
H -1.33 2.18 1.16  0.3968
H -1.12 1.01 -0.15  -0.6116
H -0.17 3.90 -0.29  0.4475
H 0.83 2.55 0.25  0.3070
H -0.41 2.86 -2.52  0.5338
H 0.46 1.42 -1.97  -0.0088
H 1.62 4.24 -2.14  0.3828
H 2.49 2.81 -1.56  0.2997
H 1.34 3.16 -4.37  0.3394
H 2.20 1.73 -3.79  0.2722
H 3.04 3.27 -3.93  0.3993

---

ORCA calculation (the ωB97M-V functional and the def2-TZVPD basis) on a 4-piece molecular cluster, C19H39ClNO3 overall at a distorted geometry.

Kohn-Sham gap, eV: 8.794
HOMO, eV: -11.67
Total charge: +1
Relative energy (zero: lowest compared OMol25 entry of this formula, charge and spin), kJ/mol: 308.2
Electronic energy, Ha: -1487.62204

Each line ends with the Mulliken charge.
Geometry (Å):
C 4.10 0.03 0.23  -0.5848
C 3.46 1.40 -0.41  0.0115
Cl 4.66 2.50 -1.28  -0.1894
C 2.18 0.91 -1.37  -0.5014
C 0.87 0.85 -0.37  0.0458
C 0.00 2.22 -0.21  -0.2397
C -1.21 1.59 0.75  -0.5757
N -1.25 0.06 0.54  -0.1050
C -0.28 -0.30 -0.59  -0.6688
H 5.27 0.02 0.21  0.3618
H 3.75 -0.91 -0.39  0.0238
H 3.63 -0.10 1.30  0.1956
H 3.01 2.03 0.49  0.2417
H 2.40 -0.07 -1.96  0.2838
H 1.98 1.81 -2.12  0.3582
H 1.29 0.65 0.70  0.0529
H 0.74 2.91 0.41  0.3261
H -0.41 2.71 -1.22  0.0679
H -2.21 2.19 0.62  0.4130
H -0.88 1.89 1.84  0.1528
H -0.75 -0.26 1.41  0.4420
H -2.26 -0.23 0.42  0.3879
H -0.87 -0.36 -1.60  0.0914
H 0.19 -1.32 -0.26  0.3927
C -3.94 0.90 5.50  -0.5471
C -3.35 2.21 5.95  -0.5310
C -1.90 2.06 5.54  -0.4231
O -1.88 1.21 4.38  -0.3714
C -3.18 0.63 4.22  -0.4002
H -5.02 0.93 5.35  0.3277
H -3.72 0.12 6.24  0.2638
H -3.81 3.03 5.40  0.2629
H -3.47 2.40 7.02  0.3335
H -1.32 1.56 6.33  0.2690
H -1.43 3.01 5.31  0.2665
H -3.66 1.11 3.37  0.2414
H -3.08 -0.44 4.01  0.3139
C -2.53 1.92 -5.07  -0.5684
C -2.59 2.92 -3.95  -0.6058
C -2.99 2.05 -2.77  -0.1121
O -2.45 0.74 -3.02  -0.3440
C -1.99 0.69 -4.38  -0.4090
H -1.91 2.24 -5.91  0.3418
H -3.54 1.72 -5.45  0.2619
H -1.60 3.34 -3.77  0.2338
H -3.29 3.74 -4.12  0.3963
H -4.08 1.95 -2.70  0.3190
H -2.61 2.43 -1.82  -0.0568
H -0.90 0.69 -4.36  0.2419
H -2.33 -0.24 -4.84  0.3186
C 2.50 -5.25 -0.91  -0.6036
C 3.88 -5.84 -1.09  -0.5501
C 4.64 -4.67 -1.67  -0.4951
O 4.05 -3.48 -1.15  -0.3696
C 2.81 -3.83 -0.51  -0.0847
H 1.89 -5.78 -0.17  0.3549
H 1.97 -5.27 -1.87  0.2853
H 4.30 -6.11 -0.11  0.2603
H 3.90 -6.72 -1.73  0.3466
H 4.55 -4.64 -2.76  0.2683
H 5.71 -4.69 -1.41  0.2847
H 2.96 -3.75 0.57  0.2971
H 2.03 -3.13 -0.81  -0.0018

---

ORCA calculation (the ωB97M-V functional and the def2-TZVPD basis) on C19H39F3NO5Y as an isolated structure at a distorted geometry.

Kohn-Sham gap, eV: 8.979
HOMO, eV: -8.83
Relative energy (zero: lowest compared OMol25 entry of this formula, charge and spin), kJ/mol: 197.2
Electronic energy, Ha: -1516.24955

Each line ends with the Mulliken charge.
Geometry (Å):
Y -0.63 0.20 1.28  1.8883
C -4.96 -0.90 2.28  -1.3512
C -3.70 -1.70 1.89  0.2540
C -4.00 -2.45 0.57  -0.9808
O -2.63 -0.87 1.65  -0.5670
H -5.26 -0.18 1.51  0.3206
H -4.63 -0.29 3.12  0.3213
H -5.79 -1.55 2.54  0.3920
H -3.60 -2.42 2.72  0.2924
H -3.11 -2.82 0.05  0.0690
H -4.42 -1.68 -0.09  0.1846
H -4.70 -3.28 0.66  0.4747
C 0.77 -2.62 3.98  -1.2949
C 1.66 -1.44 3.53  0.4608
C 3.05 -2.00 3.20  -1.3158
O 1.07 -0.65 2.58  -0.6056
H 1.18 -3.04 4.91  0.4282
H 0.89 -3.50 3.32  0.2867
H -0.30 -2.45 3.98  0.2601
H 1.89 -0.92 4.48  0.1386
H 3.48 -2.50 4.06  0.4410
H 3.72 -1.23 2.81  0.2949
H 2.93 -2.75 2.40  0.2540
C 1.11 3.19 0.02  -0.3598
O 1.06 4.17 1.03  -0.3240
O 0.36 2.13 0.40  -0.3267
C 0.75 3.83 -1.32  0.7288
F -0.56 4.16 -1.36  -0.3058
F 1.42 4.96 -1.57  -0.3034
F 0.99 2.99 -2.33  -0.2538
C 2.31 4.79 1.35  -0.0979
C 1.99 5.57 2.62  -1.2585
H 2.80 6.14 3.05  0.3921
H 1.14 6.22 2.42  0.3005
H 1.61 4.83 3.33  0.2806
H 2.71 5.43 0.56  0.2589
H 3.09 4.07 1.63  0.3191
H 2.16 2.86 -0.13  0.2769
C 1.41 -2.54 -2.19  -1.4849
C 1.29 -1.08 -1.66  1.7550
C 1.85 -0.13 -2.73  -1.3935
C 0.86 0.11 -3.88  -0.9352
C -0.54 0.51 -3.40  -1.1812
C -1.13 -0.47 -2.36  1.1577
N -0.15 -0.80 -1.34  1.1261
O -0.64 -1.57 -0.28  -0.3083
C -2.26 0.37 -1.73  -1.5029
C -1.66 -1.69 -3.11  -1.5981
C 2.14 -0.88 -0.41  -2.2906
H 0.63 -3.22 -1.83  0.2227
H 2.22 -3.05 -1.66  0.4817
H 1.53 -2.52 -3.26  0.3191
H 2.26 0.85 -2.48  0.4803
H 2.67 -0.60 -3.29  0.4030
H 0.76 -0.75 -4.55  0.4453
H 1.24 0.91 -4.52  0.4413
H -1.19 0.50 -4.27  0.5031
H -0.48 1.49 -2.94  0.4114
H -2.97 -0.17 -1.10  -0.1293
H -1.87 1.21 -1.15  0.3149
H -2.87 0.65 -2.58  0.5717
H -2.20 -2.31 -2.37  0.2196
H -2.42 -1.54 -3.88  0.4340
H -0.96 -2.39 -3.57  0.3070
H 2.07 -1.78 0.21  0.4740
H 1.82 -0.08 0.25  0.0497
H 3.22 -0.83 -0.53  0.4965
H -0.52 -2.51 -0.51  0.2373

---

ORCA calculation (the ωB97M-V functional and the def2-TZVPD basis) on C19H39NO3S2 as an isolated structure at a distorted geometry.

Kohn-Sham gap, eV: 3.404
HOMO, eV: -3.61
Relative energy (zero: lowest compared OMol25 entry of this formula, charge and spin), kJ/mol: 2471.8
Electronic energy, Ha: -1822.78635

Each line ends with the Mulliken charge.
Geometry (Å):
C 24.22 33.39 45.48  -2.0111
C 23.35 32.61 46.46  0.0297
C 22.28 33.22 47.01  -0.3349
C 21.54 32.53 48.02  -1.0317
N 20.24 33.13 48.45  0.5478
C 20.53 34.33 49.30  -0.3424
C 19.64 34.47 50.57  -0.6945
C 19.20 32.90 50.69  0.3021
C 19.58 32.17 49.44  -0.7106
C 19.22 33.40 47.44  -0.8152
H 25.14 33.03 45.22  0.4726
H 24.40 34.34 45.78  0.5375
H 23.74 33.50 44.62  0.5495
H 24.09 32.25 47.22  0.2019
H 23.02 31.57 45.91  0.2009
H 21.70 33.70 46.29  0.3805
H 22.56 34.03 47.74  0.2265
H 22.05 32.48 48.81  0.0911
H 21.12 31.50 47.57  0.5474
H 20.44 35.21 48.64  0.5020
H 21.51 34.43 49.78  -0.1980
H 18.84 35.09 50.38  0.3752
H 20.09 34.86 51.54  0.3575
H 17.94 32.87 50.83  0.2833
H 19.70 32.26 51.49  -0.2104
H 18.73 31.53 48.88  0.3107
H 20.50 31.55 49.65  0.2989
H 19.30 32.35 46.93  0.3760
H 19.58 34.35 46.61  0.2506
H 18.17 33.73 47.77  0.3113
O 21.74 31.57 53.00  -0.5170
H 21.62 32.48 53.32  0.0000
C 22.40 31.54 54.24  -1.1044
S 23.46 31.09 52.79  0.6399
O 24.91 31.57 53.12  0.1302
C 23.61 29.34 53.12  -1.2403
H 22.28 32.78 54.43  0.0459
H 22.82 31.10 55.11  0.5516
H 21.55 31.01 53.91  0.4866
H 23.83 29.25 54.20  0.3437
H 24.18 28.54 52.31  0.1631
H 22.60 29.01 53.05  0.4052
C 24.07 34.36 51.98  -1.3585
S 24.07 32.70 51.39  0.7212
O 24.40 32.92 49.88  -0.7317
C 25.61 32.18 51.97  -1.5762
H 23.59 34.89 51.21  0.3519
H 25.05 34.65 51.98  0.4705
H 23.54 34.35 52.86  0.3602
H 25.92 31.14 51.45  0.2009
H 25.67 31.94 53.14  0.3094
H 26.43 32.72 51.55  0.5483
C 17.95 36.53 55.23  -0.6054
C 19.08 35.93 56.11  -0.4521
C 19.66 34.66 55.78  -0.1155
C 19.17 33.82 54.78  -0.1921
C 17.99 34.20 54.03  -0.5416
C 17.37 35.62 54.27  -0.7235
H 17.69 37.42 55.49  0.5957
H 19.54 36.63 56.86  0.2842
H 20.53 34.12 56.24  0.2816
H 19.68 32.96 54.43  0.4331
H 17.39 33.60 53.41  0.5234
H 16.83 35.89 53.51  0.5077

---

ORCA calculation (the ωB97M-V functional and the def2-TZVPD basis) on C19H40AuGeN2O4S as an isolated structure at a distorted geometry.

Expectation value of S²: 3.79
Kohn-Sham gap (spin up / spin down), eV: 9.580 / 5.304
Multiplicity: 4
HOMO (spin up / spin down), eV: -14.89 / -15.08
Total charge: +2
Relative energy (zero: lowest compared OMol25 entry of this formula, charge and spin), kJ/mol: 120.4
Electronic energy, Ha: -3768.60946

Each line ends with the Mulliken charge.
Geometry (Å):
Au -0.46 0.55 0.14  1.4750
C 4.42 -1.65 -1.00  -1.4642
C 3.23 -2.61 -0.93  1.4140
C 3.62 -3.86 -0.11  -1.7012
C 2.81 -3.07 -2.34  -1.4975
O 2.11 -2.00 -0.37  -0.4375
Ge 1.26 -2.00 1.23  0.3418
O -0.54 -1.78 0.46  0.0181
C -1.72 -2.49 0.73  1.6485
C -2.02 -3.43 -0.45  -1.5229
C -1.60 -3.29 2.03  -1.8904
C -2.89 -1.49 0.87  -1.6703
O 1.16 0.02 1.47  -0.4749
C 1.70 0.80 2.51  1.5083
C 2.91 0.07 3.11  -1.8243
C 2.19 2.11 1.89  -1.4051
C 0.66 1.06 3.60  -1.2978
H 5.25 -2.14 -1.48  0.4503
H 4.72 -1.34 0.00  0.3056
H 4.15 -0.76 -1.56  0.3493
H 4.49 -4.35 -0.55  0.4786
H 2.79 -4.56 -0.08  0.3913
H 3.85 -3.53 0.91  0.4360
H 3.61 -3.65 -2.79  0.4386
H 2.61 -2.20 -2.96  0.3408
H 1.91 -3.67 -2.28  0.3555
H -1.19 -4.11 -0.59  0.3709
H -2.16 -2.85 -1.36  0.2798
H -2.92 -4.00 -0.25  0.4342
H -0.79 -4.01 1.94  0.4816
H -2.52 -3.83 2.23  0.4767
H -1.40 -2.62 2.87  0.3644
H -3.00 -0.92 -0.04  0.3607
H -2.70 -0.80 1.70  0.2957
H -3.81 -2.03 1.07  0.5037
H 3.62 -0.20 2.33  0.3289
H 2.59 -0.84 3.62  0.4397
H 3.41 0.71 3.83  0.5304
H 2.98 1.91 1.17  0.3559
H 2.57 2.77 2.66  0.4441
H 1.36 2.60 1.37  0.2360
H 0.20 0.12 3.90  0.2781
H -0.12 1.73 3.25  0.1200
H 1.14 1.50 4.47  0.4882
C 0.38 0.90 -3.11  -1.3924
C -1.00 0.30 -2.77  1.0049
C -1.99 0.50 -3.92  -1.5970
O -1.53 0.84 -1.61  -1.0606
H 0.80 0.37 -3.96  0.4393
H 1.05 0.81 -2.26  0.2455
H 0.26 1.95 -3.37  0.2709
H -0.86 -0.78 -2.61  0.1192
H -2.02 1.55 -4.21  0.3179
H -2.98 0.19 -3.62  0.3912
H -1.67 -0.09 -4.77  0.4686
C -3.09 5.28 1.64  -0.7669
N -2.97 4.66 0.34  0.1297
C -3.38 5.19 -0.84  -0.2701
C -3.11 4.27 -1.82  -0.3951
N -2.52 3.21 -1.23  0.3695
C -2.44 3.44 0.09  0.0764
S -1.77 2.43 1.29  -0.2304
H -3.67 6.19 1.55  0.3146
H -2.10 5.52 2.03  0.3454
H -3.57 4.59 2.34  0.3517
H -3.81 6.17 -0.91  0.4588
H -3.29 4.32 -2.88  0.4979
H -2.19 2.30 -1.64  0.3565